{
  "formula": "C17H25NO3",
  "method": "ωB97M-V with the def2-TZVPD basis set",
  "species": ["C", "C", "C", "C", "C", "O", "C", "C", "C", "C", "C", "C", "C", "C", "C", "C", "N", "C", "O", "O", "C", "H", "H", "H", "H", "H", "H", "H", "H", "H", "H", "H", "H", "H", "H", "H", "H", "H", "H", "H", "H", "H", "H", "H", "H", "H"],
  "coordinates": [[-2.78547, -2.64573, -0.05532], [-3.01143, -1.39084, -1.13679], [-1.88067, -1.62223, -2.31507], [-2.45197, -0.99112, -3.71663], [-0.39174, -1.01687, -1.86996], [-0.42521, 0.41354, -1.52728], [-0.12447, 0.61864, -0.07123], [1.45671, 1.06472, -0.00415], [2.29261, 0.45227, 1.26702], [1.87309, 0.63990, 2.86445], [2.78417, 0.02968, 4.12569], [4.19936, -0.80070, 3.85021], [4.61314, -1.00711, 2.26910], [3.70578, -0.40105, 1.00460], [4.31326, -0.71452, -0.50687], [-1.16294, 1.84434, 0.39435], [-0.66202, 2.63031, 1.58606], [-1.58877, 2.33364, 2.59329], [-2.38985, 1.87778, 3.58794], [-1.17237, 2.78460, -0.77514], [-2.47430, 3.45918, -0.89209], [-2.67822, -3.61311, -0.74177], [-1.76627, -2.52173, 0.50683], [-3.73109, -2.67921, 0.63302], [-4.07155, -1.47277, -1.67145], [-2.95179, -0.33211, -0.61768], [-1.69764, -2.78330, -2.50448], [-2.37507, 0.18607, -3.78974], [-1.96951, -1.49822, -4.67526], [-3.61381, -1.23706, -3.79121], [0.13447, -1.70226, -1.07755], [0.27128, -1.10235, -2.85887], [-0.39258, -0.34184, 0.54245], [1.52404, 2.25455, -0.04562], [1.94764, 0.68919, -1.02006], [0.90451, 1.21876, 3.17462], [2.47762, 0.18381, 5.26548], [4.88884, -1.23151, 4.70096], [5.60395, -1.63057, 2.04680], [4.99380, -1.68145, -0.39509], [3.44855, -0.95913, -1.25788], [4.94244, 0.24982, -0.80060], [-2.25130, 1.39386, 0.58455], [-2.55617, 3.82050, -2.02697], [-3.40087, 2.79028, -0.63301], [-2.39821, 4.44136, -0.21962]],
  "forces_ev_per_angstrom": [[-0.4, 0.6, -1.4], [0.4, -1.2, -0.3], [0.0, 0.7, 0.0], [-0.6, -0.1, -0.4], [0.0, -0.8, -2.1], [0.1, -2.1, 2.3], [-0.2, 1.0, -0.5], [0.4, 0.0, 0.2], [2.7, -1.6, 3.2], [3.2, -1.9, -0.3], [1.7, -0.7, -3.4], [-2.9, 1.8, -4.1], [-3.0, 1.7, 1.3], [-0.7, 0.0, 3.1], [-0.2, 0.2, 1.6], [-0.1, -0.4, -2.5], [-6.1, -2.4, 5.6], [-0.8, -2.3, 2.2], [6.5, 4.1, -8.1], [-2.0, -1.5, 2.2], [0.4, 1.6, -0.6], [-0.5, 1.9, 1.8], [-2.1, -0.2, -0.8], [2.1, -0.3, -1.0], [2.2, 0.1, 1.4], [0.1, -2.2, -1.2], [-0.5, 2.4, 0.6], [0.1, -2.5, 0.3], [-0.8, 1.2, 2.1], [2.5, 0.4, 0.2], [-1.1, 1.5, -1.2], [-1.3, 0.2, 2.1], [0.7, 1.8, -1.1], [-0.2, -2.6, 0.3], [-1.1, 0.7, 2.4], [2.1, -1.2, -0.8], [0.5, -0.2, -2.9], [-1.7, 1.0, -1.9], [-2.4, 1.6, 0.3], [-1.3, 2.3, -0.4], [1.8, 0.7, 1.4], [-1.3, -2.3, 0.3], [2.3, 0.9, -0.6], [0.2, -0.9, 2.5], [1.9, 1.2, -0.4], [-0.6, -2.1, -1.3]],
  "gap_ev": 8.13,
  "charge": 0,
  "relative_energy_kcal_mol": 421.9,
  "homo_energy_ev": -8.19,
  "smiles": "CC[C@@H](C)CO[C@@H](Cc1ccccc1C)[C@@H](N=C=O)OC",
  "lumo_energy_ev": -0.0620
}

=====

{
  "formula": "C7H19CdClNO3",
  "method": "ωB97M-V with the def2-TZVPD basis set",
  "species": ["Cd", "Cl", "C", "O", "C", "C", "N", "C", "C", "O", "C", "H", "H", "H", "H", "H", "H", "H", "H", "H", "H", "H", "H", "H", "H", "H", "C", "O", "H", "H", "H", "H"],
  "coordinates": [[16.00890, 12.65311, 22.54670], [14.09955, 13.10751, 21.23631], [15.96033, 10.00270, 20.55625], [16.75832, 11.07668, 21.07459], [17.57711, 11.71622, 20.11633], [18.50485, 12.62956, 20.88084], [17.71296, 13.71161, 21.56577], [17.35812, 14.87625, 20.68274], [18.56194, 15.78785, 20.54463], [18.89549, 16.14306, 21.87202], [19.98513, 17.03618, 21.94450], [15.12046, 10.40860, 19.99266], [15.57069, 9.43761, 21.40044], [16.57410, 9.33226, 19.95772], [17.00960, 12.26980, 19.35673], [18.14763, 10.98211, 19.54000], [19.28714, 13.05498, 20.25503], [18.94510, 12.03936, 21.68540], [18.38191, 14.15098, 22.20700], [16.60883, 15.45833, 21.22009], [16.95043, 14.52113, 19.74105], [18.28335, 16.67354, 19.96709], [19.40726, 15.26881, 20.07388], [19.71308, 18.02925, 21.56585], [20.83027, 16.70299, 21.32477], [20.32600, 17.12184, 22.97052], [14.92128, 16.68120, 18.64667], [14.07746, 16.12333, 19.62229], [14.90941, 16.12928, 17.69858], [14.53074, 17.66749, 18.39627], [15.94856, 16.79811, 19.01313], [14.25240, 15.18254, 19.72593]],
  "forces_ev_per_angstrom": [[-0.5, 0.5, -0.9], [0.0, -0.1, 0.4], [-0.4, -0.1, 0.1], [0.1, -0.4, 0.2], [0.6, 0.2, -0.8], [-0.6, 0.2, 0.4], [1.1, 0.2, 0.1], [-0.1, -0.1, 0.5], [-0.1, -0.2, 0.2], [0.0, -0.3, 0.0], [0.6, 0.5, -0.5], [0.1, 0.0, -0.1], [0.1, 0.1, 0.1], [0.1, 0.1, -0.1], [-0.4, 0.0, 0.3], [0.1, -0.1, 0.3], [0.0, -0.1, -0.1], [0.3, 0.0, -0.1], [-0.3, -0.1, 0.2], [-0.3, -0.1, -0.2], [0.0, 0.1, -0.1], [0.1, -0.1, -0.1], [0.0, 0.2, -0.1], [-0.1, -0.1, 0.2], [-0.1, -0.2, 0.1], [-0.2, -0.1, 0.1], [-0.1, 0.2, -0.5], [-0.1, -0.1, 0.2], [0.2, -0.2, 0.2], [0.1, 0.0, 0.2], [0.0, 0.0, -0.1], [0.0, 0.0, 0.0]],
  "gap_ev": 7.13,
  "charge": 1,
  "relative_energy_kcal_mol": 0.0,
  "homo_energy_ev": -12.70,
  "lumo_energy_ev": -5.5671
}